Entry from the Open Molecules 2025 dataset: a single C22H26N2O3 molecule (the ωB97M-V functional and the def2-TZVPD basis).

Last column: Löwdin charge in e.
Positions of all 53 atoms, in Å:
C -1.1726 3.2330 3.0890  -0.09
O -1.5314 2.1580 2.2582  -0.09
C -0.7411 1.0463 2.2636  -0.28
C 0.4005 0.8772 3.0268  -0.03
C 1.1120 -0.3137 2.9499  -0.02
C 0.6973 -1.3352 2.1149  -0.26
O 1.3430 -2.5386 1.9781  -0.11
C 2.4293 -2.8142 2.8253  -0.09
C -0.4605 -1.1735 1.3309  -0.13
C -0.8660 -2.3266 0.4530  -0.10
C -2.1997 -2.1772 -0.2747  -0.16
N -2.1315 -1.2459 -1.3759  0.08
C -2.2779 -1.6319 -2.6626  -0.50
O -2.5644 -2.7657 -2.9893  0.06
C -2.0643 -0.5054 -3.6575  -0.09
C -0.5662 -0.3311 -3.9618  -0.13
C 0.2446 0.0097 -2.7549  -0.19
C 1.2122 -0.7609 -2.1781  -0.02
N 1.7641 -0.1287 -1.0976  -0.09
C 2.8640 -0.6273 -0.3251  -0.02
C 1.1602 1.0877 -0.9596  -0.18
C 1.3827 2.1092 -0.0433  -0.02
C 0.6148 3.2471 -0.1515  -0.10
C -0.3579 3.3778 -1.1457  -0.09
C -0.5792 2.3766 -2.0624  -0.03
C 0.1845 1.2111 -1.9822  -0.14
C -1.1585 0.0106 1.4241  0.05
H -1.9200 4.0049 2.9130  0.09
H -0.1826 3.6244 2.8353  0.08
H -1.1896 2.9475 4.1465  0.10
H 0.7561 1.6490 3.6903  0.11
H 1.9941 -0.4220 3.5620  0.11
H 2.1431 -2.7565 3.8803  0.10
H 2.7336 -3.8336 2.5920  0.10
H 3.2719 -2.1382 2.6415  0.09
H -0.9020 -3.2233 1.0769  0.13
H -0.0782 -2.4938 -0.2865  0.12
H -2.9818 -1.8690 0.4274  0.12
H -2.4852 -3.1364 -0.7147  0.12
H -1.7784 -0.3213 -1.1828  0.11
H -2.5871 -0.7612 -4.5798  0.12
H -2.4761 0.4220 -3.2585  0.11
H -0.1858 -1.2585 -4.3944  0.12
H -0.4575 0.4622 -4.7072  0.12
H 1.5576 -1.7348 -2.4715  0.14
H 2.7975 -1.7127 -0.2488  0.09
H 3.8225 -0.3624 -0.7846  0.10
H 2.8245 -0.2017 0.6765  0.08
H 2.1355 2.0196 0.7258  0.11
H 0.7719 4.0646 0.5371  0.10
H -0.9377 4.2878 -1.1943  0.10
H -1.3207 2.4959 -2.8388  0.11
H -2.0637 0.1791 0.8657  0.12

Properties
SMILES string: COc1ccc(OC)c(CCNC(=O)CCc2cn(C)c3ccccc23)c1
HOMO in eV: -7.69
Orbital gap in eV: 8.29
E_LUMO in eV: 0.60
Net charge: 0



Entry from the Open Molecules 2025 dataset: 2 unconnected molecules or ions with the total composition C4H10N2 (the ωB97M-V functional and the def2-TZVPD basis).

Last column: Löwdin charge in e.
Positions of all 16 atoms, in Å:
H 0.5128 2.0385 0.3200  0.04
N 0.0183 1.8940 -0.5537  0.09
C -0.0539 0.6957 -0.9658  -0.59
C 1.0863 -0.2217 -1.3307  -0.05
N -1.3132 0.1921 -1.3361  0.10
H 1.3715 -0.0677 -2.3724  0.08
H 1.9270 -0.0405 -0.6656  0.07
H 0.7952 -1.2666 -1.2367  0.07
H -1.3401 -0.3952 -2.1592  0.08
H -2.0448 0.8878 -1.3536  0.09
C 0.4835 -0.8043 1.9234  -0.09
C -0.7829 -0.3721 1.8587  -0.08
H 0.7872 -1.7473 1.4959  0.04
H 1.2113 -0.3421 2.5737  0.05
H -1.5634 -0.9556 1.3951  0.05
H -1.0948 0.5051 2.4069  0.05

Properties
SMILES string: [H]/N=C(\C)N.C=C
HOMO in eV: -8.52
Orbital gap in eV: 9.57
E_LUMO in eV: 1.04
Net charge: 0



Entry from the Open Molecules 2025 dataset: 2 unconnected molecules or ions with the total composition C10H16O (the ωB97M-V functional and the def2-TZVPD basis).

Last column: Löwdin charge in e.
Positions of all 27 atoms, in Å:
C 0.4811 3.0037 -2.2551  -0.08
C -0.2046 2.3150 -1.1306  -0.30
C -1.1177 1.3253 -1.4212  -0.04
C -1.7205 0.6569 -0.3263  -0.04
C -1.5333 1.0687 0.9520  -0.33
O -2.1017 0.3010 1.9355  -0.01
C -0.7855 2.2930 1.2122  -0.01
C -0.1294 2.9146 0.1799  -0.03
H 0.6587 2.3715 -3.1232  0.07
H 1.3603 3.6486 -2.1361  0.08
H -0.3480 3.6806 -2.6844  0.11
H -1.2103 0.7443 -2.3861  0.14
H -2.1045 -0.2389 -0.6106  0.08
H -2.0207 0.7679 2.8877  0.18
H -0.8313 2.7045 2.2121  0.10
H 0.2799 3.8484 0.2428  0.08
C 1.0200 -4.0905 1.0883  -0.12
C 0.4329 -2.6712 0.8044  -0.27
C 1.4565 -1.8159 -0.0924  -0.09
H 1.5081 -4.6534 0.2158  0.09
H 0.1389 -4.6193 1.4190  0.05
H 1.7246 -3.9288 1.9537  0.08
H -0.4254 -2.7400 0.3002  0.04
H 0.3054 -2.0818 1.6416  0.07
H 2.2357 -1.3842 0.5367  0.06
H 1.9648 -2.4146 -0.9963  0.11
H 0.9659 -1.0053 -0.4197  -0.02

Properties
SMILES string: Cc1ccc(O)cc1.CCC
HOMO in eV: -8.18
Orbital gap in eV: 8.91
E_LUMO in eV: 0.73
Net charge: 0



Entry from the Open Molecules 2025 dataset: a single C6H11N molecule (the ωB97M-V functional and the def2-TZVPD basis).

Last column: Löwdin charge in e.
Positions of all 18 atoms, in Å:
C 0.8411 -0.9684 2.2667  -0.04
N 1.1493 -0.1043 1.3887  -0.03
C 0.1203 0.5732 0.6041  -0.42
C 0.9797 1.7340 -0.0267  -0.05
C -0.4735 -0.3464 -0.3434  -0.35
C 0.0998 -1.4410 -0.9130  0.08
C -1.9164 0.0769 -0.8090  -0.05
H 1.7406 -1.3313 2.7233  0.06
H -0.2086 -1.3047 2.6166  0.11
H -0.7499 1.1098 1.2371  0.17
H 0.7283 2.6755 0.5212  0.07
H 0.7267 1.7925 -1.0799  0.06
H 2.0651 1.5511 0.1728  0.08
H -0.3986 -1.9887 -1.5258  -0.01
H 1.1340 -1.6117 -0.6802  0.06
H -2.5560 -0.8969 -0.5355  0.12
H -1.8950 0.3240 -1.8997  0.08
H -2.2920 0.8329 -0.1201  0.05

Properties
SMILES string: C=N[C@@H](C)C(=C)C
HOMO in eV: -9.06
Orbital gap in eV: 10.10
E_LUMO in eV: 1.05
Net charge: 0



Entry from the Open Molecules 2025 dataset: a molecular structure, C42H50N6O8P2V (the ωB97M-V functional and the def2-TZVPD basis).

Last column: Löwdin charge in e.
Positions of all 109 atoms, in Å:
V -0.2932 0.3153 -0.6700  0.62
C -0.0914 4.2368 -0.7481  -0.12
C -1.0428 3.7035 0.3290  -0.48
C -1.3384 4.8001 1.3695  -0.11
P -0.4567 2.0268 0.9178  1.10
C -1.4927 1.8113 2.4701  -0.49
C -2.9870 1.7185 2.1674  -0.10
C -1.0366 0.6214 3.3136  -0.11
C 1.1622 2.2339 1.7004  -0.29
C 1.6816 3.3895 2.2674  -0.05
C 2.8759 3.3821 2.9783  -0.31
C 3.4658 4.6471 3.5520  -0.08
C 3.5037 2.1501 3.1625  -0.07
C 3.0170 0.9877 2.5995  -0.04
C 1.8527 0.9907 1.7896  -0.33
N 1.2804 -0.0965 1.2054  -0.04
C 1.9737 -1.2587 0.9902  -0.33
C 3.3661 -1.3079 0.7490  -0.06
C 4.0341 -2.5065 0.5962  -0.06
C 3.3623 -3.7222 0.6711  -0.30
C 4.0967 -5.0357 0.5633  -0.06
C 1.9777 -3.6817 0.8014  -0.08
C 1.2610 -2.4920 0.9130  -0.28
P -0.5746 -2.3047 0.9119  1.12
C -1.0769 -3.4595 2.3273  -0.53
C -1.0870 -4.9712 2.1002  -0.12
C -2.4521 -3.0210 2.8452  -0.13
C -1.1361 -3.1503 -0.6669  -0.52
C -2.6598 -3.2895 -0.6476  -0.11
C -0.4689 -4.4205 -1.1940  -0.10
H -0.4857 5.1642 -1.1708  0.08
H 0.0051 3.5187 -1.5610  0.05
H 0.8950 4.4453 -0.3215  0.06
H -1.9818 3.4465 -0.1709  0.09
H -0.5577 5.5637 1.3508  0.06
H -1.4091 4.4267 2.3898  0.05
H -2.2848 5.2918 1.1368  0.08
H -1.2966 2.7142 3.0573  0.08
H -3.2053 0.8181 1.5974  0.07
H -3.3450 2.5743 1.5903  0.07
H -3.5560 1.6794 3.1011  0.08
H -1.0557 -0.2861 2.7138  0.02
H -1.7094 0.5000 4.1683  0.07
H -0.0213 0.7617 3.6858  0.07
H 1.1420 4.3255 2.1686  0.09
H 2.8190 5.5011 3.3467  0.06
H 4.4461 4.8558 3.1140  0.07
H 3.5999 4.5709 4.6347  0.07
H 4.4004 2.1034 3.7752  0.10
H 3.5196 0.0505 2.7973  0.10
H 3.9117 -0.3762 0.6617  0.11
H 5.1053 -2.5019 0.4150  0.11
H 5.1412 -4.9149 0.8564  0.07
H 4.0762 -5.4178 -0.4605  0.06
H 3.6433 -5.7897 1.2103  0.07
H 1.4487 -4.6260 0.8238  0.08
H -0.3308 -3.2321 3.0970  0.10
H -1.8439 -5.2478 1.3658  0.06
H -1.3375 -5.4771 3.0392  0.07
H -0.1247 -5.3548 1.7659  0.05
H -3.2207 -3.1892 2.0883  0.06
H -2.4642 -1.9608 3.0948  0.05
H -2.7263 -3.5921 3.7388  0.07
H -0.9259 -2.3613 -1.3901  0.05
H -2.9832 -4.1130 -0.0054  0.06
H -3.0259 -3.4835 -1.6573  0.06
H -3.1270 -2.3643 -0.3060  0.07
H -0.7317 -5.3035 -0.6081  0.07
H 0.6180 -4.3230 -1.1996  0.03
H -0.8028 -4.5869 -2.2243  0.08
O -5.4731 2.8009 -2.4944  0.09
C -4.4613 2.1846 -2.2441  -0.27
C -4.3226 1.1070 -1.1957  -0.31
O -5.2042 0.6790 -0.4705  0.07
C -2.9010 0.7907 -1.1774  -0.30
C -2.1922 1.5742 -2.1174  -0.29
O -0.9133 1.5077 -2.0970  -0.14
C -3.0998 2.4563 -2.8402  -0.30
O -2.8378 3.2940 -3.6889  0.06
O -2.2044 0.0690 -0.3751  -0.19
O 2.6796 -5.5074 -3.0243  -0.04
C 3.0681 -4.4092 -3.8103  -0.25
N 2.9209 -3.1699 -3.0810  0.11
C 3.4748 -2.0196 -3.5377  -0.46
O 4.2610 -2.0181 -4.4772  0.05
C 3.0310 -0.7659 -2.8704  -0.11
C 3.7391 0.4107 -3.1183  0.01
C 3.3321 1.5668 -2.4757  -0.03
C 2.2219 1.5368 -1.6520  -0.07
N 1.4963 0.4247 -1.4469  -0.04
C 1.9342 -0.6967 -2.0289  -0.07
H 1.7449 -5.4202 -2.8050  0.07
H 2.4877 -4.3728 -4.7409  0.13
H 4.1181 -4.5405 -4.0626  0.12
H 2.1555 -3.1210 -2.4255  0.11
H 4.5852 0.3866 -3.7906  0.12
H 3.8660 2.4967 -2.6180  0.10
H 1.8867 2.4198 -1.1269  0.10
H 1.3434 -1.5770 -1.8143  0.10
N 0.2826 -2.1763 -4.7546  0.16
C -0.8406 -1.7620 -4.0256  -0.50
O -0.6704 -1.0296 -3.0416  -0.02
C -2.0892 -2.2843 -4.4677  -0.22
C -3.3003 -1.9264 -3.8379  -0.24
N -4.3151 -1.6528 -3.3580  0.16
C -2.1567 -3.1511 -5.5710  -0.28
N -2.1859 -3.8840 -6.4690  0.09
H 1.0549 -1.5340 -4.6808  0.08
H 0.0976 -2.4765 -5.7006  0.08

Properties
HOMO (spin up / spin down) in eV: -1.46 / -2.25
Orbital gap (spin up / spin down) in eV: 5.38 / 6.17
E_LUMO (spin up / spin down) in eV: 3.92 / 3.92
2S+1: 4
Net charge: -2
<S²>: 3.7657



Sequential energy relative to the best compared isomer or geometry (same formula, charge and spin) output: 36.4; 43.0; 65.8; 68.9; 61.2 kcal per mole